An isolated ion of composition C3H8NS and charge +1 in a non-equilibrium geometry, computed with wB97M-V/def2-TZVPD.

Last column: natural (NBO) charge in e.
Element x y z (Å)
C: -1.7172 0.4047 0.2331  -0.3232
C: 0.4616 -0.3870 0.3605  -0.3654
C: 1.8087 -0.9346 -0.0721  -0.7149
N: -0.7415 1.0178 -0.6049  -0.7025
S: -0.9839 -1.3750 0.4958  0.7259
H: -1.6982 0.8022 1.2564  0.2539
H: -2.6747 0.1620 -0.1897  0.2523
H: 0.4098 0.4802 1.0028  0.2387
H: 2.4291 -0.8669 0.9439  0.2552
H: 2.3916 -0.2596 -0.8246  0.2592
H: 2.0292 -1.8919 -0.5790  0.2697
H: -0.8384 0.8154 -1.6163  0.4238
H: -0.8761 2.0328 -0.4058  0.4273

The multiplicity is 3. As for the net charge: +1. For the energy above the lowest of the compared OMol25 structures with the same formula, charge and spin, the calculation gives 2.308 eV. Its HOMO-LUMO gap (alpha / beta) is 8.0 / 7.1 eV.

A 2-piece molecular cluster, C3H8NS2 overall in a non-equilibrium geometry, computed with wB97M-V/def2-TZVPD.

Last column: natural (NBO) charge in e.
Element x y z (Å)
C: -0.3467 1.0018 -1.3791  -0.4523
C: -0.8377 0.0331 -0.4975  0.0552
C: 1.6327 -0.3949 0.9698  -0.5002
N: -0.3338 -1.1737 -0.1397  -0.7095
S: -2.1258 0.5696 0.6247  0.0349
S: 1.5735 1.1692 0.2952  0.4486
H: -0.7156 1.9433 -1.4467  0.2358
H: 0.2149 0.8573 -2.2653  0.2422
H: 2.3959 -1.0849 0.8394  0.2446
H: 1.1699 -0.7287 1.8090  0.2226
H: -0.6335 -1.7609 0.6176  0.4439
H: 0.3265 -1.5721 -0.7993  0.4221
H: -2.8345 -0.5430 0.4596  0.1538
H: 0.5142 1.6840 0.9121  0.1583

As for the net charge: +1. For the energy above the lowest of the compared OMol25 structures with the same formula, charge and spin, the calculation gives 2.957 eV. Its HOMO-LUMO gap is 8.0 eV.

A 2-piece molecular cluster, C3H8O overall in a non-equilibrium geometry, computed with wB97M-V/def2-TZVPD.

Last column: natural (NBO) charge in e.
Element x y z (Å)
C: 1.9117 -1.2402 -2.2853  -0.3877
C: 1.0365 -0.3518 -2.7557  -0.3831
H: 2.5273 -1.6765 -3.0608  0.1918
H: 2.0666 -1.5028 -1.2506  0.1986
H: 1.0673 -0.1209 -3.8134  0.1901
H: 0.4054 0.2846 -2.1483  0.1902
C: -1.1858 0.3996 1.6510  -0.2492
O: -1.3959 1.0879 2.8846  -0.7273
H: -2.1000 0.3793 1.0594  0.1647
H: -0.4622 1.0883 1.2114  0.1841
H: -0.7375 -0.5807 1.6911  0.1643
H: -2.1965 0.8341 3.3232  0.4637

The structure (SMILES) is C=C.CO. For the energy above the lowest of the compared OMol25 structures with the same formula, charge and spin, the calculation gives 1.639 eV. Its HOMO-LUMO gap is 11.2 eV.

A 2-piece molecular cluster, C3H8O overall in a non-equilibrium geometry, computed with wB97M-V/def2-TZVPD.

Last column: natural (NBO) charge in e.
Element x y z (Å)
C: -6.9650 -3.8031 2.5384  -0.8527
H: -7.3055 -2.8584 2.1207  0.2133
H: -7.4775 -4.6829 2.1597  0.2155
H: -6.9689 -3.6858 3.6131  0.2135
H: -5.9369 -3.9897 2.2049  0.2104
C: 2.5271 2.0076 -2.1543  -0.5021
C: 2.5138 1.5612 -0.8868  0.1660
O: 3.6333 1.2947 -0.1323  -0.7371
H: 1.7745 1.5998 -2.8117  0.2107
H: 3.1657 2.8364 -2.4461  0.2160
H: 1.6035 1.3103 -0.3402  0.1537
H: 3.8548 0.3575 -0.1520  0.4927

The structure (SMILES) is C=CO.C. For the energy above the lowest of the compared OMol25 structures with the same formula, charge and spin, the calculation gives 2.227 eV. Its HOMO-LUMO gap is 9.8 eV.

A 2-piece molecular cluster, C3H8O overall in a non-equilibrium geometry, computed with wB97M-V/def2-TZVPD.

Last column: natural (NBO) charge in e.
Element x y z (Å)
C: -1.3290 -0.7883 0.2012  -0.4293
C: -2.0566 0.2598 -0.2386  -0.4361
C: 1.6443 0.5413 0.1489  -0.2660
H: -0.2671 -1.0600 -0.2528  0.2459
H: -1.3881 -1.2874 1.2047  0.1946
H: -2.0939 0.9315 -1.2192  0.2050
H: -2.7029 0.6530 0.5179  0.1787
H: 1.6323 -1.1321 -1.1217  0.4848
H: 1.9397 0.5709 1.1446  0.1835
H: 2.5052 1.0608 -0.3017  0.1833
H: 0.7385 1.1300 0.1064  0.1908
O: 1.3777 -0.8796 -0.1897  -0.7354

The structure (SMILES) is C=C.CO. For the energy above the lowest of the compared OMol25 structures with the same formula, charge and spin, the calculation gives 2.838 eV. Its HOMO-LUMO gap is 10.2 eV.

A 2-piece molecular cluster, C3H8O overall in a non-equilibrium geometry, computed with wB97M-V/def2-TZVPD.

Last column: natural (NBO) charge in e.
Element x y z (Å)
C: 1.1127 1.2145 0.3446  -0.6463
C: 0.1609 0.1491 0.7942  -0.1534
C: 0.2178 -1.1509 0.5583  -0.4289
H: 2.0398 0.8022 -0.0417  0.2165
H: 0.5921 1.8200 -0.3984  0.2226
H: 1.3437 1.8559 1.1952  0.2175
H: -0.6636 0.5201 1.4081  0.1829
H: -0.5115 -1.9246 0.7610  0.1997
H: 0.9808 -1.4750 -0.1447  0.1916
H: -1.5970 -1.0331 -0.9035  0.4662
H: -2.1006 0.0088 -1.7304  0.4576
O: -1.5751 -0.7871 -1.8427  -0.9261

The structure (SMILES) is C=CC.O. For the energy above the lowest of the compared OMol25 structures with the same formula, charge and spin, the calculation gives 0.943 eV. Its HOMO-LUMO gap is 10.7 eV.

A 2-piece molecular cluster, C3H8O2 overall, computed with wB97M-V/def2-TZVPD.

Last column: natural (NBO) charge in e.
Element x y z (Å)
C: 0.8121 -1.0770 1.2671  -0.6094
C: 0.7244 0.3813 -0.6351  0.4774
O: 0.5638 -0.0548 -1.7559  -0.5732
C: -0.0785 -0.0255 0.5626  -0.5109
O: -1.7166 1.5002 -1.4767  -0.9536
H: 0.2551 -2.0023 1.4257  0.2249
H: 1.1900 -0.7129 2.2244  0.2165
H: 1.6820 -1.3377 0.6499  0.2127
H: 1.5916 1.0365 -0.4063  0.1133
H: -1.1578 0.8687 -1.9537  0.4853
H: -1.0347 -0.4461 0.2428  0.2228
H: -0.2806 0.8388 1.2053  0.2292
H: -2.5507 1.0308 -1.3500  0.4650

The structure (SMILES) is CCC=O.O. For the energy above the lowest of the compared OMol25 structures with the same formula, charge and spin, the calculation gives 0.893 eV. Its HOMO-LUMO gap is 11.0 eV.

C3H8O2 as an isolated structure in a non-equilibrium geometry, computed with wB97M-V/def2-TZVPD.

Last column: natural (NBO) charge in e.
Element x y z (Å)
C: -0.9601 0.6708 0.2012  -0.1301
O: -0.2042 1.7560 -0.2500  -0.5288
C: 0.7617 0.9394 -0.8884  -0.1056
C: 0.7704 -0.1454 0.1256  -0.3758
O: -0.6039 -2.1159 0.4753  -0.9435
H: -1.5656 0.9668 1.0876  0.1993
H: -1.7012 0.3549 -0.5698  0.1743
H: -0.8209 -1.1690 0.4979  0.4755
H: 0.3440 0.5119 -1.8200  0.1592
H: 1.7004 1.4482 -1.0903  0.1863
H: 1.3035 -1.0654 -0.2114  0.2298
H: 1.1621 0.1048 1.1111  0.2009
H: -0.1862 -2.2571 1.3312  0.4586

For the energy above the lowest of the compared OMol25 structures with the same formula, charge and spin, the calculation gives 4.071 eV. Its HOMO-LUMO gap is 10.5 eV.

C3H8O2 as an isolated structure in a non-equilibrium geometry, computed with wB97M-V/def2-TZVPD.

Last column: natural (NBO) charge in e.
Element x y z (Å)
C: -0.3850 -0.6575 1.1571  -0.6491
C: 0.7546 -0.2517 0.1882  0.0769
C: 0.1741 0.9008 -0.7064  -0.0983
H: -0.5181 0.2929 1.8402  0.1979
H: -1.3945 -0.7305 0.6185  0.2218
H: -0.1796 -1.4958 1.7680  0.2166
H: 1.4758 0.2513 0.8116  0.1681
H: 0.4317 -1.6963 -0.8798  0.4693
H: -0.1369 1.6782 0.0375  0.1549
H: 0.9587 1.1921 -1.3223  0.1683
H: -1.5428 1.4823 -1.5687  0.4583
O: 1.2544 -1.3244 -0.5098  -0.6915
O: -0.8924 0.3585 -1.4340  -0.6932

For the energy above the lowest of the compared OMol25 structures with the same formula, charge and spin, the calculation gives 2.950 eV. Its HOMO-LUMO gap is 9.9 eV.

C3H8O2 as an isolated structure, computed with wB97M-V/def2-TZVPD.

Last column: natural (NBO) charge in e.
Element x y z (Å)
O: -0.7369 1.1789 0.8261  -0.7580
C: -1.2865 -0.0328 0.2892  -0.0688
C: -0.2331 -0.6486 -0.5904  -0.6294
C: 1.0785 -0.7549 -0.0415  -0.0919
O: 1.6929 0.7425 -0.7750  -0.8372
H: -1.3309 1.5017 1.5140  0.4731
H: -2.1904 0.1813 -0.3003  0.1670
H: -1.5893 -0.6830 1.1311  0.1464
H: 0.6236 0.4777 -1.1726  0.4635
H: -0.5548 -1.3911 -1.3168  0.2289
H: 1.2666 -0.5243 1.0084  0.2008
H: 1.7825 -1.4631 -0.4705  0.2132
H: 1.4778 1.4158 -0.1017  0.4925

For the energy above the lowest of the compared OMol25 structures with the same formula, charge and spin, the calculation gives 3.807 eV. Its HOMO-LUMO gap is 8.7 eV.

Which formula does entry 2 have?
C3H8NS2